The following is a quantum chemistry calculation of a structure of composition C28H26GeN5Pd, from the OMol25 dataset.

The geometry in XYZ format:
```
61
Properties=species:S:1:pos:R:3:forces:R:3:mulliken_spin:R:1
Pd 0.065432 -0.652860 0.691370 -0.120 -0.027 -0.160 0.7408
C -2.322673 1.415688 -1.147516 0.050 -0.068 0.046 0.0088
N -1.343623 1.902426 -0.180999 -0.013 0.026 -0.064 0.0107
C -0.142642 2.519577 -0.771746 -0.070 0.000 0.032 -0.0050
C 0.798669 1.522190 -1.366078 0.000 0.083 -0.052 0.0296
N 1.034697 0.316041 -0.898768 0.056 -0.128 0.084 0.1004
C 2.027575 -0.243028 -1.705654 -0.002 -0.018 0.023 0.0298
C 2.649768 -1.489849 -1.648079 -0.027 0.015 0.009 -0.0067
C 3.619604 -1.749408 -2.592015 0.002 0.004 -0.007 -0.0010
C 3.966545 -0.799504 -3.570404 0.002 0.011 -0.008 0.0035
C 3.357829 0.436067 -3.634619 -0.017 -0.008 0.017 -0.0017
C 2.379003 0.689123 -2.678098 0.039 0.029 -0.043 0.0007
N 1.569759 1.793680 -2.436658 0.002 -0.043 0.027 0.0008
C -2.223469 -0.038292 -1.504875 -0.001 0.015 0.003 0.1200
N -1.574527 -1.010125 -0.819501 0.045 0.089 0.042 0.1412
C -1.832040 -2.159881 -1.458824 -0.010 -0.013 -0.014 0.2286
C -1.383671 -3.484549 -1.163414 0.000 -0.024 -0.003 0.0841
C -1.805112 -4.481424 -1.986417 0.020 0.006 0.030 0.0541
C -2.656179 -4.204190 -3.095394 0.000 -0.036 -0.011 0.2523
C -3.107572 -2.900802 -3.413787 -0.015 0.099 -0.005 0.0867
C -2.680071 -1.910387 -2.584955 0.014 -0.011 0.024 0.0640
N -2.882746 -0.533723 -2.554545 -0.010 -0.019 -0.029 -0.0135
H -2.313171 1.989722 -2.083033 -0.007 0.016 0.007 0.0042
H -3.324889 1.542826 -0.723244 -0.006 0.000 -0.013 0.0138
H -1.794578 2.630401 0.364394 0.000 -0.008 0.004 -0.0002
H 0.367179 3.053821 0.034339 0.015 -0.005 -0.014 0.0005
H -0.406179 3.260461 -1.534316 -0.011 0.000 0.002 -0.0009
H 2.400165 -2.213956 -0.880889 0.005 -0.004 -0.002 0.0016
H 4.137483 -2.698420 -2.579000 0.004 0.000 -0.003 0.0000
H 4.737945 -1.042775 -4.287818 0.003 -0.012 0.006 0.0000
H 3.634751 1.164879 -4.383918 0.001 0.002 -0.002 0.0002
H 1.594691 2.667311 -2.940352 -0.006 0.006 0.006 -0.0005
H -0.739152 -3.666737 -0.313253 0.000 0.001 -0.001 0.0044
H -1.501982 -5.504535 -1.812436 -0.002 -0.003 -0.006 0.0056
H -2.972478 -5.025625 -3.726533 0.002 -0.007 0.005 -0.0030
H -3.749954 -2.728517 -4.267172 -0.001 -0.015 -0.005 0.0053
H -3.448654 -0.001969 -3.203687 0.003 0.010 0.006 -0.0012
Ge -1.005216 0.950172 2.490502 -0.034 0.022 0.018 -0.0297
C -0.262398 -0.768395 2.911816 0.050 0.012 0.007 0.0706
C 1.061612 -0.936174 3.380447 0.000 0.055 0.017 -0.0834
C 1.551531 -2.203910 3.632198 0.004 -0.021 -0.010 0.0565
C 0.752181 -3.323927 3.395037 0.005 -0.019 0.006 -0.0196
C -0.533933 -3.184724 2.898726 -0.022 0.048 -0.010 0.0537
C -1.046792 -1.912390 2.638318 0.035 -0.056 0.015 -0.0222
C -0.147210 2.608376 2.735411 -0.009 0.034 0.008 -0.0178
C -0.961376 3.719917 2.995803 0.016 -0.010 -0.002 -0.0003
C -0.381813 4.959957 3.213009 0.011 -0.002 0.000 0.0004
C 1.000185 5.094358 3.159747 0.001 0.021 0.002 0.0003
C 1.812930 3.997308 2.888925 0.005 -0.019 -0.006 0.0046
C 1.245580 2.752999 2.678211 -0.012 -0.012 -0.001 0.0179
H -2.522662 0.930169 2.360680 -0.019 -0.002 -0.002 -0.0015
H 1.673145 -0.069799 3.596501 0.020 -0.013 0.020 -0.0017
H 2.550269 -2.326462 4.029332 0.000 -0.001 0.001 0.0025
H 1.135800 -4.310667 3.619503 0.007 0.003 0.000 -0.0002
H -1.158459 -4.056777 2.754608 -0.001 0.000 -0.003 0.0012
H -2.081001 -1.802993 2.330900 -0.005 -0.003 0.006 0.0029
H -2.039938 3.619450 3.059982 0.000 -0.004 0.000 0.0003
H -1.002412 5.817370 3.434851 -0.007 -0.004 -0.001 0.0001
H 1.450369 6.062334 3.336055 0.001 0.000 0.000 -0.0001
H 2.887557 4.114479 2.853569 0.001 0.007 0.003 0.0003
H 1.886344 1.905649 2.463769 0.007 -0.004 0.003 0.0073
```
Forces are in eV/Å.

The value obtained for the calculated total energy is -96878.0575 eV. The LUMO energy (spin up / spin down) comes out at -0.34429 / -0.45819 Ha. The value obtained for the energy above the lowest of the compared OMol25 structures with the same formula, charge and spin is 0.000 eV. Its total charge is +3. The HOMO energy (spin up / spin down) comes out at -16.474 / -16.447 eV. Its multiplicity is 3.